(1)
Molecular formula: C26H54BCl12NO4S3
Method: DFT, ωB97M-V/def2-TZVPD

Values from the calculation:
Frontier orbital gap = 8.17 eV
Energy relative to the best compared isomer or geometry (same formula, charge and spin) = 8.015 eV
2S+1 = 1
Total charge = 0
Maximum force = 4.92 eV Å⁻¹

Bonds (Å) are listed after each position.
Element x y z (Å)
1 C -4.443 -0.222 -0.908  C2 1.639, H24 1.184, H25 1.172, H26 1.193
2 C -5.278 -1.627 -1.038  C1 1.639, C3 1.642, H27 1.173, H28 1.193
3 C -4.365 -2.988 -0.947  C2 1.642, C4 1.638, H29 1.194, H30 1.194
4 C -3.273 -3.005 0.273  C3 1.638, N5 1.508, H31 1.193, H32 1.193
5 N -1.875 -3.423 -0.108  C4 1.508, C6 1.509, C18 1.509
6 C -1.257 -2.560 -1.180  N5 1.509, C7 1.673, H33 1.170, H34 1.169
7 C -0.053 -1.683 -0.418  C6 1.673, C8 1.673, H35 1.170, H36 1.180
8 C -0.715 -0.706 0.768  C7 1.673, C9 1.669, H37 1.193, H38 1.170
9 C 0.205 0.667 0.991  C8 1.669, O10 1.471, H39 1.175, H40 1.177
10 O 1.598 0.496 0.549  C9 1.471, S11 1.721
11 S 2.008 1.617 -0.691  O10 1.721, O12 1.559, O13 1.706
12 O 0.959 1.584 -1.843  S11 1.559
13 O 3.494 1.088 -1.339  S11 1.706, B14 1.489
14 B 3.264 0.285 -2.572  O13 1.489, O15 1.497, C16 1.659
15 O 3.270 0.973 -3.902  B14 1.497, H41 1.002
16 C 3.043 -1.359 -2.561  B14 1.659, C17 1.655, H42 1.186, H43 1.191
17 C 3.836 -2.094 -1.308  C16 1.655, H44 1.191, H45 1.180, H46 1.182
18 C -1.739 -4.903 -0.375  N5 1.509, S19 1.700, S20 1.909
19 S -2.384 -5.772 -1.686  C18 1.700
20 S -0.696 -5.921 0.858  C18 1.909, C21 1.873
21 C -0.506 -5.010 2.483  S20 1.873, C22 1.669, H47 1.194, H48 1.171
22 C 1.023 -5.248 3.106  C21 1.669, C23 1.645, H49 1.172, H50 1.174
23 C 1.031 -6.507 4.165  C22 1.645, H51 1.182, H52 1.183, H53 1.191
24 H -4.163 -0.063 0.232  C1 1.184
25 H -3.458 -0.167 -1.540  C1 1.172
26 H -5.108 0.720 -1.210  C1 1.193
27 H -6.171 -1.578 -0.279  C2 1.173
28 H -5.775 -1.622 -2.123  C2 1.193
29 H -3.866 -3.150 -2.019  C3 1.194
30 H -5.132 -3.896 -0.832  C3 1.194
31 H -3.679 -3.794 1.072  C4 1.193
32 H -3.202 -1.977 0.874  C4 1.193
33 H -0.701 -3.251 -1.943  C6 1.170
34 H -1.965 -1.761 -1.656  C6 1.169
35 H 0.799 -2.376 -0.016  C7 1.170
36 H 0.342 -0.933 -1.239  C7 1.180
37 H -1.785 -0.295 0.436  C8 1.193
38 H -0.854 -1.334 1.746  C8 1.170
39 H 0.230 0.903 2.142  C9 1.175
40 H -0.326 1.566 0.448  C9 1.177
41 H 2.395 0.721 -4.319  O15 1.002
42 H 1.892 -1.644 -2.597  C16 1.186
43 H 3.504 -1.785 -3.573  C16 1.191
44 H 4.975 -2.291 -1.595  C17 1.191
45 H 3.366 -3.136 -1.014  C17 1.180
46 H 3.805 -1.437 -0.326  C17 1.182
47 H -1.291 -5.496 3.241  C21 1.194
48 H -0.654 -3.857 2.341  C21 1.171
49 H 1.829 -5.460 2.283  C22 1.172
50 H 1.376 -4.293 3.691  C22 1.174
51 H 1.329 -7.520 3.635  C23 1.182
52 H 1.787 -6.340 5.059  C23 1.183
53 H -0.046 -6.581 4.668  C23 1.191
54 Cl 2.073 1.967 -7.257  C55 1.781
55 C 3.641 2.536 -6.634  Cl54 1.781, C56 1.520, H58 1.095, H59 1.094
56 C 4.033 3.886 -7.214  C55 1.520, Cl57 1.781, H60 1.094, H61 1.094
57 Cl 4.427 3.783 -8.949  C56 1.781
58 H 4.392 1.770 -6.853  C55 1.095
59 H 3.541 2.614 -5.548  C55 1.094
60 H 4.928 4.262 -6.709  C56 1.094
61 H 3.236 4.625 -7.090  C56 1.094
62 Cl -2.608 -0.142 3.637  C63 1.781
63 C -2.286 0.582 5.232  Cl62 1.781, C64 1.520, H66 1.095, H67 1.094
64 C -0.918 1.242 5.297  C63 1.520, Cl65 1.781, H68 1.094, H69 1.094
65 Cl 0.407 0.052 5.242  C64 1.781
66 H -2.391 -0.203 5.988  C63 1.095
67 H -3.067 1.328 5.405  C63 1.094
68 H -0.813 1.788 6.239  C64 1.094
69 H -0.772 1.950 4.475  C64 1.094
70 Cl 3.704 5.628 -4.491  C71 1.781
71 C 5.272 6.198 -3.868  Cl70 1.781, C72 1.520, H74 1.095, H75 1.094
72 C 5.665 7.547 -4.448  C71 1.520, Cl73 1.781, H76 1.094, H77 1.094
73 Cl 6.058 7.445 -6.183  C72 1.781
74 H 6.023 5.432 -4.086  C71 1.095
75 H 5.172 6.276 -2.781  C71 1.094
76 H 6.559 7.924 -3.943  C72 1.094
77 H 4.867 8.287 -4.324  C72 1.094
78 Cl -1.648 4.270 5.160  C79 1.781
79 C -2.209 4.803 3.556  Cl78 1.781, C80 1.520, H82 1.095, H83 1.094
80 C -3.716 4.671 3.402  C79 1.520, Cl81 1.781, H84 1.094, H85 1.094
81 Cl -4.240 2.969 3.345  C80 1.781
82 H -1.674 4.222 2.798  C79 1.095
83 H -1.915 5.851 3.450  C79 1.094
84 H -4.036 5.132 2.463  C80 1.094
85 H -4.250 5.163 4.221  C80 1.094
86 Cl 3.960 -3.547 3.060  C87 1.781
87 C 4.794 -3.505 4.633  Cl86 1.781, C88 1.520, H90 1.095, H91 1.094
88 C 5.298 -4.877 5.052  C87 1.520, Cl89 1.782, H92 1.094, H93 1.094
89 Cl 3.966 -5.988 5.457  C88 1.782
90 H 4.105 -3.085 5.372  C87 1.095
91 H 5.638 -2.816 4.526  C87 1.094
92 H 5.919 -4.787 5.949  C88 1.094
93 H 5.902 -5.342 4.267  C88 1.094
94 Cl -5.392 3.201 -0.358  C95 1.781
95 C -5.953 3.734 -1.962  Cl94 1.781, C96 1.520, H98 1.095, H99 1.094
96 C -7.460 3.603 -2.116  C95 1.520, Cl97 1.781, H100 1.094, H101 1.094
97 Cl -7.983 1.901 -2.173  C96 1.781
98 H -5.418 3.153 -2.720  C95 1.095
99 H -5.659 4.783 -2.068  C95 1.094
100 H -7.779 4.064 -3.056  C96 1.094
101 H -7.993 4.095 -1.297  C96 1.094

***

(2)
Molecular formula: C26H54N3O10S2
Method: DFT, ωB97M-V/def2-TZVPD

Values from the calculation:
Frontier orbital gap = 8.32 eV
2S+1 = 1
Total charge = +1
Maximum force = 5.12 eV Å⁻¹

Bonds (Å) are listed after each position.
Element x y z (Å)
1 C 0.905 -5.314 1.401  C2 1.607, H28 1.154, H29 1.154, H30 1.139
2 C 1.972 -4.284 0.781  C1 1.607, C3 1.620, H31 1.156, H32 1.146
3 C 2.735 -3.386 1.893  C2 1.620, C4 1.603, H33 1.157, H34 1.144
4 C 2.752 -1.855 1.416  C3 1.603, C5 1.617, H35 1.160, H36 1.156
5 C 3.361 -1.624 -0.064  C4 1.617, C6 1.604, H37 1.158, H38 1.139
6 C 4.626 -0.638 -0.013  C5 1.604, C7 1.609, H39 1.141, H40 1.157
7 C 4.297 0.921 -0.233  C6 1.609, C8 1.605, H41 1.153, H42 1.139
8 C 2.751 1.326 -0.087  C7 1.605, C9 1.627, H43 1.158, H44 1.140
9 C 2.045 1.374 -1.552  C8 1.627, C10 1.601, H45 1.147, H46 1.148
10 C 1.021 2.594 -1.719  C9 1.601, C11 1.628, H47 1.149, H48 1.154
11 C -0.199 2.530 -0.645  C10 1.628, C12 1.607, H49 1.157, H50 1.148
12 C 0.134 3.354 0.693  C11 1.607, C13 1.605, H51 1.150, H52 1.156
13 C -1.131 4.081 1.364  C12 1.605, C14 1.610, H53 1.157, H54 1.141
14 C -1.788 3.060 2.421  C13 1.610, C15 1.617, H55 1.148, H56 1.155
15 C -3.331 2.829 1.997  C14 1.617, N16 1.505, H57 1.142, H58 1.156
16 N -4.166 2.361 3.159  C15 1.505, C17 1.452, H59 1.044
17 C -5.087 1.294 2.814  N16 1.452, N18 1.353, N19 1.450
18 N -5.299 0.350 3.761  C17 1.353, H60 1.030, H61 1.032
19 N -5.840 1.165 1.581  C17 1.450, C20 1.508, H62 1.028
20 C -7.289 1.552 1.739  N19 1.508, C21 1.613, H63 1.145, H64 1.139
21 C -8.085 0.939 0.477  C20 1.613, C22 1.627, H65 1.155, H66 1.142
22 C -9.520 0.369 0.988  C21 1.627, C23 1.620, H67 1.150, H68 1.140
23 C -10.241 -0.528 -0.152  C22 1.620, O24 1.451, H69 1.147, H70 1.154
24 O -11.531 0.064 -0.457  C23 1.451, C25 1.449
25 C -12.386 -0.953 -1.036  O24 1.449, C26 1.601, O27 1.254
26 C -13.215 -1.911 -0.056  C25 1.601, H71 1.147, H72 1.151, H73 1.140
27 O -12.460 -1.090 -2.280  C25 1.254
28 H 0.095 -5.538 0.611  C1 1.154
29 H 0.403 -4.784 2.295  C1 1.154
30 H 1.466 -6.244 1.744  C1 1.139
31 H 1.378 -3.567 0.096  C2 1.156
32 H 2.792 -4.781 0.154  C2 1.146
33 H 2.070 -3.439 2.838  C3 1.157
34 H 3.761 -3.797 2.188  C3 1.144
35 H 1.643 -1.520 1.359  C4 1.160
36 H 3.232 -1.136 2.182  C4 1.156
37 H 3.757 -2.634 -0.469  C5 1.158
38 H 2.530 -1.309 -0.776  C5 1.139
39 H 5.207 -0.781 0.958  C6 1.141
40 H 5.317 -0.952 -0.887  C6 1.157
41 H 4.878 1.507 0.572  C7 1.153
42 H 4.708 1.264 -1.238  C7 1.139
43 H 2.737 2.422 0.288  C8 1.158
44 H 2.164 0.720 0.680  C8 1.140
45 H 1.536 0.359 -1.714  C9 1.147
46 H 2.859 1.461 -2.356  C9 1.148
47 H 1.545 3.617 -1.706  C10 1.149
48 H 0.557 2.494 -2.771  C10 1.154
49 H -0.425 1.426 -0.381  C11 1.157
50 H -1.141 2.942 -1.156  C11 1.148
51 H 0.936 4.131 0.418  C12 1.150
52 H 0.636 2.645 1.456  C12 1.156
53 H -0.719 4.975 1.972  C13 1.157
54 H -1.864 4.523 0.610  C13 1.141
55 H -1.271 2.038 2.349  C14 1.148
56 H -1.780 3.482 3.496  C14 1.155
57 H -3.355 2.139 1.087  C15 1.142
58 H -3.751 3.861 1.689  C15 1.156
59 H -3.481 1.912 3.807  N16 1.044
60 H -4.711 0.251 4.601  N18 1.030
61 H -6.138 -0.241 3.657  N18 1.032
62 H -5.400 1.652 0.789  N19 1.028
63 H -7.327 2.696 1.764  C20 1.145
64 H -7.681 1.053 2.685  C20 1.139
65 H -8.251 1.790 -0.287  C21 1.155
66 H -7.525 0.064 0.003  C21 1.142
67 H -9.397 -0.292 1.921  C22 1.150
68 H -10.213 1.246 1.212  C22 1.140
69 H -9.552 -0.617 -1.065  C23 1.147
70 H -10.446 -1.568 0.303  C23 1.154
71 H -12.545 -2.790 0.249  C26 1.147
72 H -14.151 -2.332 -0.576  C26 1.151
73 H -13.530 -1.375 0.899  C26 1.140
74 C 9.824 0.928 -0.537  C75 1.520, O80 1.429, H81 1.094, H82 1.090
75 C 8.888 0.572 -1.681  C74 1.520, O76 1.428, H83 1.090, H84 1.094
76 O 7.712 1.350 -1.455  C75 1.428, S77 1.623
77 S 8.132 2.750 -0.750  O76 1.623, O78 1.433, O79 1.432, O80 1.622
78 O 8.223 3.756 -1.767  S77 1.433
79 O 7.346 2.912 0.436  S77 1.432
80 O 9.638 2.329 -0.319  C74 1.429, S77 1.622
81 H 9.544 0.401 0.380  C74 1.094
82 H 10.866 0.714 -0.774  C74 1.090
83 H 8.647 -0.491 -1.706  C75 1.090
84 H 9.312 0.872 -2.644  C75 1.094
85 C 5.791 -2.451 -3.995  C86 1.521, O91 1.428, H92 1.094, H93 1.090
86 C 6.950 -2.534 -4.977  C85 1.521, O87 1.428, H94 1.090, H95 1.094
87 O 8.110 -2.718 -4.164  C86 1.428, S88 1.623
88 S 7.701 -3.568 -2.843  O87 1.623, O89 1.431, O90 1.434, O91 1.623
89 O 8.029 -4.942 -3.074  S88 1.431
90 O 8.144 -2.845 -1.686  S88 1.434
91 O 6.093 -3.401 -2.973  C85 1.428, S88 1.623
92 H 5.733 -1.460 -3.534  C85 1.094
93 H 4.835 -2.687 -4.465  C85 1.090
94 H 7.045 -1.635 -5.585  C86 1.090
95 H 6.853 -3.406 -5.630  C86 1.094

***

Which value of frontier orbital gap does entry 1 give? 8.17 eV

***

Which of these has the highest frontier orbital gap? C26H54N3O10S2